i:
Here is an isolated molecule of C7H14 from the Open Molecules 2025 dataset. Energies are from ωB97M-V/def2-TZVPD.

Positions of all 21 atoms, in Å:
C -1.494 -0.527 -0.787
C -0.192 0.254 -0.914
C 1.113 -0.502 -0.509
C 1.098 -2.014 -0.319
C 1.203 0.371 0.769
C 0.100 1.302 0.213
C -1.031 1.720 1.145
H -2.356 0.140 -0.902
H -1.590 -1.022 0.186
H -1.572 -1.305 -1.558
H -0.144 0.690 -1.920
H 1.922 -0.241 -1.203
H 0.267 -2.337 0.319
H 1.017 -2.557 -1.269
H 2.026 -2.335 0.167
H 2.179 0.829 0.966
H 0.884 -0.166 1.673
H 0.550 2.204 -0.222
H -1.509 0.853 1.615
H -0.665 2.369 1.950
H -1.806 2.273 0.601

Summary:
Highest occupied orbital energy, eV: -10.1607
Charge: 0
SMILES: C[C@@H]1[C@H](C)C[C@@H]1C
Multiplicity: 1

---

ii:
Here is a cluster of 2 separate species, C7H14 in total from the Open Molecules 2025 dataset. Energies are from ωB97M-V/def2-TZVPD.

Positions of all 21 atoms, in Å:
C 2.006 -0.793 0.755
C 0.793 -0.755 -0.097
C 0.027 0.428 -0.122
C 0.433 1.689 0.376
C -1.130 0.452 -1.213
C -1.595 0.196 0.119
C -2.098 -1.137 0.601
H 2.450 -1.791 0.813
H 2.786 -0.092 0.411
H 1.753 -0.452 1.778
H 2.042 0.582 -1.795
H 0.444 -1.647 -0.606
H 1.396 1.818 0.854
H -0.266 2.517 0.417
H 2.006 1.303 -1.576
H -1.269 1.429 -1.661
H -1.067 -0.380 -1.908
H -1.985 1.044 0.672
H -1.799 -1.317 1.637
H -1.733 -1.962 -0.013
H -3.194 -1.130 0.557

Summary:
Highest occupied orbital energy (spin up / spin down), eV: -6.6605 / -6.8404
Charge: 0
Multiplicity: 1

---

iii:
Here is an isolated molecule of C7H14 from the Open Molecules 2025 dataset. Energies are from ωB97M-V/def2-TZVPD.

Positions of all 21 atoms, in Å:
C -1.919 -1.644 -2.688
C -0.912 -0.658 -2.178
C -0.820 -0.659 -0.831
C 0.005 0.388 -0.221
C 0.944 -0.304 0.894
C 1.048 0.465 2.213
C 1.430 1.895 1.965
H -2.848 -1.435 -2.059
H -1.474 -2.623 -2.693
H -2.373 -1.404 -3.768
H -0.453 -0.072 -2.925
H -1.182 -1.361 0.006
H -0.744 1.044 0.440
H 0.735 0.972 -0.848
H 0.271 -1.330 1.179
H 1.935 -0.483 0.396
H 1.897 0.024 2.844
H 0.078 0.397 2.725
H 0.557 2.514 2.070
H 2.088 2.422 2.515
H 1.736 1.853 0.962

Summary:
Highest occupied orbital energy, eV: -8.8315
Charge: 0
SMILES: C/C=C/CCCC
Multiplicity: 1

---

iv:
Here is an isolated molecule of C7H14 from the Open Molecules 2025 dataset. Energies are from ωB97M-V/def2-TZVPD.

Positions of all 21 atoms, in Å:
C 1.668 -1.600 1.001
C 0.670 -1.005 0.361
C -0.367 -1.789 -0.414
C -1.810 -1.284 -0.297
C 0.396 0.452 0.669
C 0.640 1.381 -0.533
C -0.085 2.724 -0.378
H 2.362 -1.068 1.638
H 1.993 -2.599 0.739
H -0.352 -2.818 -0.059
H -0.078 -1.784 -1.471
H -2.415 -1.818 -1.030
H -2.193 -1.448 0.704
H -1.906 -0.228 -0.562
H 1.063 0.757 1.481
H -0.633 0.610 1.010
H 0.203 0.899 -1.411
H 1.706 1.557 -0.661
H 0.165 3.177 0.581
H -1.136 2.559 -0.109
H 0.108 3.323 -1.259

Summary:
Highest occupied orbital energy, eV: -9.1901
Charge: 0
SMILES: C=C(CC)CCC
Multiplicity: 1

---

Which of them is least stable? Easy: ii.

---

i:
Here is a cluster of 2 separate species, C7H14 in total from the Open Molecules 2025 dataset. Energies are from ωB97M-V/def2-TZVPD.

Positions of all 21 atoms, in Å:
C -1.743 0.609 -0.842
C -0.354 -0.173 -0.914
C 0.303 -0.037 0.404
C 1.557 0.635 0.526
C 3.713 -0.725 0.431
C 2.745 0.182 -0.332
C 2.938 1.581 -0.199
H -2.158 0.760 -1.853
H -1.557 1.569 -0.327
H -2.512 0.079 -0.257
H 0.245 0.191 -1.746
H -0.632 -1.188 -1.251
H -10.861 -0.989 1.992
H 0.169 -0.846 1.112
H -10.535 -1.650 2.060
H 1.771 0.771 1.571
H 3.188 -1.643 0.776
H 4.561 -1.017 -0.167
H 4.060 -0.146 1.289
H 2.410 -0.243 -1.295
H 2.693 2.280 -0.978

Summary:
Highest occupied orbital energy, eV: -7.2291
Charge: 0
Multiplicity: 1

---

ii:
Here is a structure of composition C7H14 from the Open Molecules 2025 dataset. Energies are from ωB97M-V/def2-TZVPD.

Positions of all 21 atoms, in Å:
C -1.753 2.722 0.005
C -0.503 2.722 -0.034
C -2.172 -1.580 -0.265
C -1.014 -1.037 0.571
C 0.287 -0.768 -0.267
C 1.372 -0.070 0.534
C 2.789 0.282 -0.179
H -3.105 3.176 0.539
H 0.723 2.740 -0.618
H -2.225 -1.047 -1.324
H -1.858 -2.671 -0.635
H -3.345 -1.443 0.119
H -0.583 -1.816 1.247
H -1.364 -0.217 1.108
H 0.643 -1.660 -0.786
H 0.201 -0.006 -1.073
H 1.690 -1.103 1.099
H 0.963 0.824 1.017
H 2.616 0.867 -1.164
H 3.384 0.769 0.622
H 3.253 -0.683 -0.516

Summary:
Highest occupied orbital energy, eV: -10.0418
Charge: 0
Multiplicity: 1

---

iii:
Here is a cluster of 2 separate species, C7H14 in total from the Open Molecules 2025 dataset. Energies are from ωB97M-V/def2-TZVPD.

Positions of all 21 atoms, in Å:
C -0.562 -0.511 -1.947
C -0.766 -0.539 -0.432
C 0.124 -1.430 0.360
C 1.470 -1.529 0.117
C -0.446 0.789 0.281
C 0.854 1.448 0.021
C -1.011 0.978 1.683
H -1.207 0.247 -2.412
H -0.815 -1.488 -2.376
H 0.475 -0.288 -2.228
H -1.818 -0.775 -0.227
H -0.226 -1.708 1.351
H 1.813 -1.672 -0.911
H 2.035 -2.158 0.808
H 1.791 0.081 0.416
H 1.203 2.203 0.696
H -0.655 1.752 -0.343
H 1.229 1.488 -0.998
H -1.937 0.408 1.818
H -0.309 0.669 2.463
H -1.243 2.033 1.859

Summary:
Highest occupied orbital energy, eV: -7.2945
Charge: 0
Multiplicity: 1

---

iv:
Here is a cluster of 2 separate species, C7H14 in total from the Open Molecules 2025 dataset. Energies are from ωB97M-V/def2-TZVPD.

Positions of all 21 atoms, in Å:
C 1.999 -0.788 0.710
C 0.792 -0.732 -0.150
C 0.035 0.457 -0.169
C 0.451 1.713 0.335
C -1.121 0.502 -1.258
C -1.589 0.241 0.073
C -2.105 -1.092 0.543
H 2.448 -1.785 0.745
H 2.777 -0.074 0.389
H 1.738 -0.477 1.741
H 2.040 0.603 -1.822
H 0.436 -1.619 -0.663
H 1.409 1.831 0.826
H -0.240 2.548 0.368
H 2.011 1.326 -1.605
H -1.246 1.485 -1.696
H -1.071 -0.324 -1.961
H -1.973 1.089 0.629
H -1.802 -1.291 1.574
H -1.757 -1.913 -0.086
H -3.201 -1.070 0.509

Summary:
Highest occupied orbital energy (spin up / spin down), eV: -6.6703 / -6.8433
Charge: 0
Multiplicity: 1

---

Which of them is least stable? Easy: ii.

---

i:
Here is an isolated molecule of C7H14 from the Open Molecules 2025 dataset. Energies are from ωB97M-V/def2-TZVPD.

Positions of all 21 atoms, in Å:
C -1.693 0.102 0.217
C -1.037 -1.237 -0.179
C 0.276 -1.525 0.574
C 1.557 -0.848 0.075
C 1.453 0.583 -0.497
C 0.442 1.564 0.119
C -1.016 1.366 -0.318
H -1.742 0.169 1.315
H -2.736 0.106 -0.128
H -1.757 -2.035 0.043
H -0.897 -1.251 -1.271
H 0.099 -1.254 1.624
H 0.558 -2.586 0.622
H 2.252 -0.963 0.918
H 2.011 -1.459 -0.717
H 2.450 1.040 -0.463
H 1.214 0.501 -1.568
H 0.500 1.534 1.215
H 0.738 2.581 -0.173
H -1.072 1.374 -1.418
H -1.599 2.239 0.012

Summary:
Highest occupied orbital energy, eV: -10.6096
Charge: 0
SMILES: C1CCCCCC1
Multiplicity: 1

---

ii:
Here is an isolated molecule of C7H14 from the Open Molecules 2025 dataset. Energies are from ωB97M-V/def2-TZVPD.

Positions of all 21 atoms, in Å:
C -0.501 1.425 -1.530
C -0.186 0.485 -0.574
C -1.285 -0.074 0.443
C -2.674 0.267 -0.011
C 1.211 0.493 -0.171
C 1.675 -0.992 0.050
C 1.798 -1.453 1.450
H 0.268 1.577 -2.312
H -1.281 2.148 -1.524
H -1.212 -1.285 0.288
H -1.113 0.436 1.443
H -2.765 1.379 0.119
H -3.498 0.178 0.760
H -2.818 -0.117 -1.015
H 1.825 1.110 -0.916
H 1.503 0.999 0.780
H 0.903 -1.573 -0.592
H 2.654 -1.180 -0.518
H 2.105 -2.516 1.646
H 2.474 -0.676 1.944
H 0.731 -1.385 1.954

Summary:
Highest occupied orbital energy, eV: -8.5831
Charge: 0
SMILES: C=C(CC)CCC
Multiplicity: 1

---

iii:
Here is a structure of composition C7H14 from the Open Molecules 2025 dataset. Energies are from ωB97M-V/def2-TZVPD.

Positions of all 21 atoms, in Å:
C 2.437 -0.206 0.080
C 1.192 -0.488 -0.727
C 0.032 -1.211 -0.027
C -1.143 -0.402 -0.568
C -2.376 -0.337 0.325
C -0.416 0.942 -0.799
C -0.193 1.729 0.466
H 2.206 0.408 0.959
H 2.867 -1.149 0.443
H 3.201 0.309 -0.510
H 1.421 -0.952 -1.695
H 0.006 -2.292 -0.218
H 0.115 -1.073 1.059
H -1.451 -0.802 -1.545
H -2.127 0.000 1.338
H -3.127 0.350 -0.083
H -2.843 -1.326 0.409
H 0.745 0.554 -1.256
H 0.614 2.460 0.350
H -0.041 1.177 1.411
H -1.118 2.311 0.589

Summary:
Highest occupied orbital energy, eV: -7.2426
Charge: 0
Multiplicity: 1

---

iv:
Here is an isolated molecule of C7H14 from the Open Molecules 2025 dataset. Energies are from ωB97M-V/def2-TZVPD.

Positions of all 21 atoms, in Å:
C 1.220 -1.290 0.430
C 0.370 -0.023 0.411
C 1.158 1.231 0.161
C -0.304 0.124 2.027
C -0.817 -0.206 -0.523
C -0.967 -0.668 -1.948
C -1.381 0.721 -1.570
H 0.605 -2.175 0.640
H 1.740 -1.471 -0.520
H 1.968 -1.193 1.222
H 1.885 1.332 0.964
H 1.687 1.209 -0.799
H 0.483 2.094 0.156
H -0.946 -0.716 2.413
H 0.546 0.192 2.719
H -0.914 1.042 2.179
H -1.288 -0.576 0.378
H -0.079 -0.759 -2.561
H -1.775 -1.341 -2.218
H -2.441 0.954 -1.608
H -0.750 1.516 -1.954

Summary:
Highest occupied orbital energy, eV: -9.8086
Charge: 0
SMILES: CC(C)(C)C1CC1
Multiplicity: 1

---

Which of them is least stable? Easy: iii.

---

i:
Here is an isolated molecule of C3H7NOS from the Open Molecules 2025 dataset. Energies are from ωB97M-V/def2-TZVPD.

Positions of all 13 atoms, in Å:
C 0.013 0.522 1.303
C -0.581 0.138 -0.031
N -0.149 1.117 -1.040
C -0.300 -1.373 -0.359
O -1.182 -2.150 -0.279
S 1.331 -1.745 -0.962
H -0.236 1.577 1.444
H -0.381 -0.080 2.103
H 1.106 0.413 1.284
H -1.665 0.212 0.043
H -0.653 0.987 -1.962
H 0.832 1.094 -1.262
H 1.865 -0.711 -0.283

Summary:
Highest occupied orbital energy, eV: -9.2707
Charge: 0
SMILES: C[C@@H](N)C(=O)S
Multiplicity: 1

---

ii:
Here is an isolated molecule of C3H7NOS from the Open Molecules 2025 dataset. Energies are from ωB97M-V/def2-TZVPD.

Positions of all 13 atoms, in Å:
N 1.014 1.696 -1.794
C 1.046 1.051 -0.577
O 2.074 0.909 0.051
C -0.256 0.561 0.001
C -0.082 -0.730 0.778
S -1.674 -1.697 0.845
H 1.905 2.128 -2.008
H 0.326 2.432 -1.856
H -0.831 1.346 0.487
H -0.822 0.291 -0.900
H 0.198 -0.609 1.822
H 0.725 -1.338 0.377
H -2.215 -1.099 -0.213

Summary:
Highest occupied orbital energy, eV: -9.1752
Charge: 0
SMILES: NC(=O)CCS
Multiplicity: 1

---

iii:
Here is a structure of composition C3H7NOS from the Open Molecules 2025 dataset. Energies are from ωB97M-V/def2-TZVPD.

Positions of all 13 atoms, in Å:
C 0.200 -1.021 -0.001
C 1.535 -1.271 0.554
C -0.989 1.925 0.160
N 0.440 0.250 -0.586
O 2.874 0.460 -0.842
S 1.923 0.556 0.235
H -0.151 -1.604 -0.881
H -0.542 -1.185 0.782
H 1.692 -1.953 1.442
H 2.265 -1.668 -0.191
H -0.489 2.634 0.801
H -1.153 2.282 -0.855
H -1.783 1.257 0.550

Summary:
Highest occupied orbital energy (spin up / spin down), eV: -8.9194 / -8.7931
Charge: 0
Multiplicity: 1

---

iv:
Here is an isolated molecule of C3H7NOS from the Open Molecules 2025 dataset. Energies are from ωB97M-V/def2-TZVPD.

Positions of all 13 atoms, in Å:
O -1.172 -2.509 -1.785
C -1.247 -1.551 -1.057
N -0.425 -0.461 -1.107
C -0.373 0.480 -0.006
C 1.055 0.579 0.517
S 1.188 1.878 1.804
H -2.039 -1.512 -0.301
H -0.117 -0.156 -2.014
H -0.729 1.468 -0.315
H -1.032 0.120 0.784
H 1.306 -0.354 1.015
H 1.756 0.844 -0.270
H 1.829 1.175 2.735

Summary:
Highest occupied orbital energy, eV: -9.4456
Charge: 0
SMILES: O=CNCCS
Multiplicity: 1

---

Which of them is least stable? Easy: iii.

---

i:
Here is a cluster of 2 separate species, C3H7NOS in total from the Open Molecules 2025 dataset. Energies are from ωB97M-V/def2-TZVPD.

Positions of all 13 atoms, in Å:
C -0.502 -3.014 1.220
C 1.522 0.494 -0.642
C -1.439 -2.750 1.878
N -0.131 2.490 -1.108
O -1.027 0.387 0.329
S -0.309 0.705 -0.922
H 0.356 -2.751 0.682
H 1.545 0.078 0.398
H 2.081 1.388 -0.596
H 1.820 -0.173 -1.382
H -2.436 -2.697 2.327
H -0.675 2.880 -0.345
H -0.804 2.964 -1.839

Summary:
Highest occupied orbital energy, eV: -9.1731
Charge: 0
Multiplicity: 1

---

ii:
Here is a cluster of 2 separate species, C3H7NOS in total from the Open Molecules 2025 dataset. Energies are from ωB97M-V/def2-TZVPD.

Positions of all 13 atoms, in Å:
C -1.725 -0.331 0.098
C 0.709 1.319 0.463
C 0.254 0.279 -0.547
N 0.765 -1.110 -0.298
O -1.525 -1.466 0.463
S -2.953 0.685 -0.189
H 1.687 1.692 0.406
H 0.583 0.838 1.535
H -0.143 2.054 0.393
H 0.169 0.575 -1.666
H -0.225 -1.584 0.173
H 1.486 -1.303 0.327
H 0.920 -1.651 -1.159

Summary:
Highest occupied orbital energy, eV: -7.5336
Charge: 0
Multiplicity: 1

---

iii:
Here is a cluster of 2 separate species, C3H7NOS in total from the Open Molecules 2025 dataset. Energies are from ωB97M-V/def2-TZVPD.

Positions of all 13 atoms, in Å:
C 0.449 0.984 0.300
C -2.928 0.661 0.510
C 1.908 -0.899 -0.117
N -3.215 1.361 -0.483
O 0.665 -0.268 0.218
S 1.631 2.175 0.038
H -3.096 1.083 1.492
H -2.523 -0.359 0.493
H 2.800 1.550 -0.245
H 2.242 -0.575 -1.104
H 1.714 -1.969 -0.124
H 2.669 -0.663 0.629
H -3.038 0.928 -1.389

Summary:
Highest occupied orbital energy, eV: -8.5297
Charge: 0
Multiplicity: 1

---

Which of them is least stable? Easy: i.

---

i:
Here is a cluster of 2 separate species, C15H23N5O4 in total from the Open Molecules 2025 dataset. Energies are from ωB97M-V/def2-TZVPD.

Positions of all 47 atoms, in Å:
C 0.960 0.376 0.993
C -0.072 1.284 0.163
C 2.203 -0.058 -0.020
C 3.176 -1.120 0.772
C 4.211 -1.724 -0.121
C 6.291 -0.101 -0.414
C -2.207 2.038 -0.019
C -2.406 3.537 -0.031
C -3.518 1.200 0.049
C -3.378 -0.333 -0.112
C -3.449 -1.254 0.969
C -3.489 -0.833 -1.373
C -3.662 -2.712 0.893
C -3.571 -2.248 -1.599
C -3.657 -3.239 -0.420
H 0.170 -1.418 1.237
H 0.320 -0.278 3.003
H 1.343 1.264 1.464
H 1.838 -0.518 -0.985
H 3.009 0.662 -0.382
H 3.517 -0.863 1.802
H 2.379 -2.076 1.020
H 4.886 -2.513 0.407
H 3.567 -1.981 -1.025
H 4.665 -0.482 -1.832
H 6.449 1.161 -1.941
H 7.425 -0.092 1.003
H 5.758 -1.469 1.667
H -1.353 0.467 1.303
H -2.085 1.904 -1.185
H -3.967 1.353 0.998
H -4.433 1.592 -0.484
H -3.546 -0.985 1.979
H -3.431 -0.123 -2.259
H -3.179 -3.293 1.704
H -3.641 -2.498 -2.599
H -3.433 -5.001 -1.183
H -0.788 3.180 -0.554
N 0.223 -0.411 1.740
N 5.013 -0.832 -0.885
N 7.033 0.886 -1.060
N 6.757 -0.924 0.742
N -1.252 1.378 0.750
O 0.338 1.868 -0.870
O -3.429 4.089 0.210
O -3.737 -4.623 -0.313
O -1.230 3.974 -0.346

Summary:
Highest occupied orbital energy, eV: -8.9389
Charge: 0
Multiplicity: 1

---

ii:
Here is an isolated molecule of C15H23N5O4 from the Open Molecules 2025 dataset. Energies are from ωB97M-V/def2-TZVPD.

Positions of all 47 atoms, in Å:
H -0.428 -2.011 2.908
N -0.179 -1.149 2.432
C -1.117 -0.731 1.644
N -1.181 0.566 1.376
N -2.068 -1.591 1.188
C -3.151 -1.189 0.332
C -2.750 -0.901 -1.124
C -2.141 -1.988 -2.026
C -0.690 -2.375 -1.811
N -0.466 -3.124 -0.597
C 0.279 -1.172 -1.790
O 0.209 -0.269 -2.585
N 1.181 -1.251 -0.785
C 2.469 -0.595 -0.738
C 2.669 0.988 -1.037
C 1.839 1.993 -0.250
C 2.176 2.387 1.037
C 1.361 3.250 1.737
C 0.275 3.882 1.112
O -0.461 4.853 1.735
C -0.020 3.555 -0.186
C 0.661 2.519 -0.833
C 3.145 -0.819 0.603
O 4.347 -0.681 0.666
O 2.498 -1.214 1.701
H -1.252 0.826 0.369
H -0.465 1.099 1.859
H -2.141 -2.480 1.654
H -4.025 -1.838 0.483
H -3.407 -0.194 0.730
H -3.684 -0.512 -1.642
H -2.117 -0.015 -1.225
H -2.130 -1.571 -3.033
H -2.807 -2.864 -2.066
H -0.361 -2.995 -2.664
H -1.227 -2.803 0.044
H -0.649 -4.116 -0.736
H 1.124 -2.139 -0.350
H 3.133 -1.119 -1.459
H 2.433 1.084 -2.102
H 3.703 1.270 -0.908
H 3.095 2.001 1.505
H 1.608 3.481 2.798
H -0.236 4.869 2.692
H -0.928 3.955 -0.619
H 0.386 2.185 -1.831
H 1.491 -1.059 1.791

Summary:
Highest occupied orbital energy, eV: -8.5755
Charge: 0
SMILES: [H]/N=C(/N)NCCC[C@H](N)C(=O)N[C@@H](Cc1ccc(O)cc1)C(=O)O
Multiplicity: 1

---

Which of them is least stable? Easy: i.